1.
{
  "formula": "C23H27F3N2O",
  "method": "ωB97M-V with the def2-TZVPD basis set",
  "homo_ev": -5.99,
  "energy_ev": -37466.8326,
  "gap_ev": 3.62,
  "charge": 0,
  "symbols": ["C", "C", "N", "N", "C", "C", "C", "C", "C", "H", "H", "H", "H", "H", "H", "C", "C", "C", "C", "C", "C", "C", "C", "C", "F", "F", "F", "C", "C", "C", "C", "C", "C", "C", "O", "H", "H", "H", "H", "H", "H", "H", "H", "H", "H", "H", "H", "H", "H", "H", "H", "H", "H", "H", "H", "H"],
  "xyz": [[1.590, 1.097, -2.599], [2.576, 1.847, -3.371], [3.234, 2.519, -4.075], [0.231, 1.643, -3.106], [-0.772, 0.739, -3.277], [-1.943, 1.089, -3.920], [-2.172, 2.395, -4.333], [-1.159, 3.323, -4.097], [0.041, 2.942, -3.502], [1.607, 0.047, -2.909], [-0.523, -0.268, -2.929], [-2.695, 0.305, -4.041], [-3.132, 2.682, -4.779], [-1.293, 4.374, -4.341], [0.884, 3.635, -3.363], [-2.967, 0.936, 2.132], [-1.535, 1.209, 2.607], [-1.284, 2.713, 2.588], [-1.406, 0.741, 4.060], [-0.558, 0.457, 1.685], [0.144, 1.060, 0.666], [1.075, 0.348, -0.117], [1.939, 1.151, -1.121], [3.391, 0.685, -0.979], [4.313, 1.548, -1.486], [3.761, 0.480, 0.323], [3.576, -0.513, -1.669], [1.307, -1.014, 0.139], [0.507, -1.740, 1.001], [0.530, -3.274, 1.072], [0.627, -3.783, 2.514], [1.710, -3.855, 0.298], [-0.766, -3.823, 0.460], [-0.516, -1.016, 1.764], [-1.408, -1.640, 2.394], [-3.181, -0.135, 2.204], [-3.677, 1.483, 2.760], [-3.097, 1.251, 1.091], [-0.265, 2.940, 2.918], [-1.451, 3.148, 1.599], [-1.978, 3.195, 3.285], [-0.389, 0.921, 4.426], [-2.114, 1.300, 4.682], [-1.630, -0.325, 4.139], [0.069, 2.142, 0.469], [1.926, 2.195, -0.775], [2.168, -1.474, -0.349], [-0.230, -3.445, 3.100], [0.643, -4.879, 2.511], [1.546, -3.421, 2.986], [1.666, -3.593, -0.764], [2.660, -3.513, 0.721], [1.679, -4.949, 0.378], [-0.881, -3.477, -0.572], [-0.746, -4.918, 0.461], [-1.629, -3.486, 1.039]],
  "lowdin_charge": [-0.155, -0.170, 0.215, 0.037, 0.025, -0.010, -0.007, -0.009, 0.019, 0.165, 0.156, 0.132, 0.134, 0.125, 0.146, -0.055, -0.558, -0.082, -0.054, -0.092, -0.025, -0.217, -0.132, -0.507, 0.117, 0.147, 0.094, -0.023, -0.083, -0.554, -0.054, -0.080, -0.054, -0.317, -0.070, 0.078, 0.078, 0.078, 0.088, 0.067, 0.081, 0.088, 0.080, 0.074, 0.103, 0.163, 0.094, 0.075, 0.080, 0.087, 0.076, 0.088, 0.082, 0.078, 0.080, 0.076]
}

2.
{
  "formula": "C23H27FN4O",
  "method": "ωB97M-V with the def2-TZVPD basis set",
  "e_above_lowest_kj_mol": 6.5,
  "homo_ev": -8.11,
  "energy_ev": -35014.0407,
  "gap_ev": 8.78,
  "smiles": "OCC[C@H]1CN(Cc2cccn2-c2cccnc2)CCN1Cc1ccc(F)cc1",
  "charge": 0,
  "symbols": ["O", "C", "C", "C", "C", "N", "C", "C", "C", "C", "C", "N", "C", "C", "C", "C", "N", "C", "C", "C", "N", "C", "C", "C", "C", "C", "F", "C", "C", "H", "H", "H", "H", "H", "H", "H", "H", "H", "H", "H", "H", "H", "H", "H", "H", "H", "H", "H", "H", "H", "H", "H", "H", "H", "H", "H"],
  "xyz": [[-1.210, 0.291, 2.950], [-2.097, 1.107, 2.219], [-2.444, 0.566, 0.831], [-1.261, 0.608, -0.146], [-0.289, -0.550, 0.124], [-0.929, -1.810, -0.205], [-0.189, -2.973, 0.277], [1.243, -3.014, -0.159], [1.762, -3.376, -1.376], [3.136, -3.061, -1.372], [3.412, -2.494, -0.161], [2.265, -2.469, 0.581], [2.190, -1.985, 1.894], [2.645, -0.707, 2.208], [2.527, -0.261, 3.512], [1.960, -1.108, 4.453], [1.554, -2.334, 4.169], [1.673, -2.765, 2.928], [-1.243, -1.837, -1.620], [-2.235, -0.704, -1.907], [-1.749, 0.607, -1.521], [-0.811, 1.199, -2.460], [-0.687, 2.681, -2.216], [-1.828, 3.432, -1.958], [-1.744, 4.794, -1.740], [-0.501, 5.399, -1.789], [-0.410, 6.731, -1.578], [0.650, 4.680, -2.045], [0.547, 3.315, -2.255], [-1.610, -0.581, 3.048], [-3.027, 1.249, 2.791], [-1.597, 2.075, 2.135], [-2.794, -0.464, 0.923], [-3.250, 1.174, 0.417], [-0.727, 1.553, 0.005], [-0.021, -0.545, 1.181], [0.633, -0.396, -0.465], [-0.258, -2.954, 1.368], [-0.708, -3.863, -0.088], [1.217, -3.830, -2.181], [3.833, -3.232, -2.169], [4.337, -2.138, 0.248], [3.065, -0.079, 1.436], [2.859, 0.727, 3.790], [1.831, -0.800, 5.481], [1.356, -3.785, 2.748], [-1.708, -2.796, -1.861], [-0.342, -1.720, -2.246], [-2.487, -0.688, -2.970], [-3.151, -0.894, -1.342], [-1.216, 1.047, -3.467], [0.189, 0.738, -2.433], [-2.781, 2.930, -1.922], [-2.622, 5.388, -1.537], [1.603, 5.183, -2.075], [1.441, 2.741, -2.453]],
  "lowdin_charge": [-0.079, -0.258, -0.127, -0.279, -0.131, -0.143, -0.113, -0.221, -0.050, -0.079, -0.082, -0.020, -0.201, -0.003, -0.048, -0.148, 0.072, -0.089, -0.168, -0.155, -0.136, -0.151, -0.224, -0.028, -0.002, -0.281, 0.051, -0.009, -0.034, 0.093, 0.115, 0.121, 0.112, 0.120, 0.148, 0.107, 0.131, 0.106, 0.129, 0.103, 0.092, 0.118, 0.121, 0.105, 0.105, 0.123, 0.124, 0.116, 0.119, 0.117, 0.132, 0.117, 0.116, 0.116, 0.116, 0.113]
}

3.
{
  "formula": "C23H27N11RbS2Si",
  "method": "ωB97M-V with the def2-TZVPD basis set",
  "homo_ev": -4.28,
  "energy_ev": -70889.9679,
  "gap_ev": 6.43,
  "charge": -1,
  "symbols": ["Rb", "N", "C", "S", "N", "N", "C", "C", "C", "C", "C", "C", "N", "H", "H", "H", "H", "H", "H", "H", "C", "Si", "C", "C", "C", "C", "C", "C", "N", "C", "S", "H", "H", "H", "H", "H", "H", "H", "H", "H", "H", "H", "H", "N", "C", "N", "C", "N", "N", "C", "N", "C", "C", "C", "C", "C", "N", "H", "H", "H", "H", "H", "H", "H", "H"],
  "xyz": [[-1.058, 0.180, 0.789], [-5.457, 0.067, 3.753], [-4.346, 0.647, 3.162], [-4.537, 1.321, 1.606], [-3.302, 0.739, 3.936], [-2.052, 0.826, 3.541], [-1.288, 1.671, 4.144], [0.152, 1.685, 3.987], [0.890, 2.695, 4.631], [2.264, 2.712, 4.526], [2.896, 1.718, 3.787], [2.096, 0.759, 3.189], [0.771, 0.729, 3.274], [-6.180, -0.175, 3.099], [-5.262, -0.621, 4.465], [-1.711, 2.404, 4.833], [0.360, 3.449, 5.198], [2.847, 3.483, 5.015], [3.972, 1.690, 3.683], [2.543, -0.044, 2.607], [0.457, -2.797, -5.359], [-1.109, -3.423, -4.500], [-1.385, -5.157, -5.241], [-2.630, -2.406, -4.974], [-0.987, -3.687, -2.639], [-1.163, -4.924, -2.045], [-1.058, -5.068, -0.664], [-0.778, -3.939, 0.078], [-0.621, -2.722, -0.440], [-0.728, -2.573, -1.781], [-0.533, -1.000, -2.454], [0.429, -3.047, -6.424], [1.349, -3.258, -4.928], [0.555, -1.720, -5.252], [-1.440, -5.096, -6.331], [-2.317, -5.608, -4.888], [-0.565, -5.835, -4.989], [-2.789, -2.415, -6.056], [-2.513, -1.373, -4.649], [-3.525, -2.812, -4.496], [-1.371, -5.793, -2.661], [-1.191, -6.029, -0.185], [-0.668, -4.005, 1.157], [2.284, -1.019, -0.490], [2.623, 0.237, -0.211], [3.927, 0.510, -0.024], [4.190, 1.769, 0.290], [5.499, 2.115, 0.426], [3.289, 2.736, 0.487], [2.028, 2.352, 0.285], [1.629, 1.145, -0.074], [0.982, 3.399, 0.466], [1.356, 4.734, 0.589], [0.364, 5.696, 0.678], [-0.960, 5.292, 0.663], [-1.236, 3.934, 0.574], [-0.291, 3.008, 0.470], [3.037, -1.651, -0.698], [1.387, -1.151, -0.981], [6.167, 1.366, 0.465], [5.706, 2.979, 0.892], [2.408, 4.977, 0.611], [0.620, 6.745, 0.755], [-1.767, 6.009, 0.721], [-2.260, 3.572, 0.601]],
  "lowdin_charge": [0.624, 0.019, -0.994, 0.406, -0.066, -0.067, -0.141, -0.284, -0.036, -0.081, -0.083, -0.162, 0.084, 0.047, 0.071, 0.111, 0.104, 0.100, 0.094, 0.105, -0.200, 0.501, -0.209, -0.193, -0.274, -0.111, -0.103, -0.179, -0.032, -0.816, 0.505, 0.019, 0.026, 0.000, 0.019, 0.022, 0.024, 0.021, -0.002, 0.028, 0.085, 0.086, 0.100, 0.180, -0.457, 0.169, -0.476, 0.142, 0.165, -0.300, 0.130, -0.213, -0.015, -0.067, -0.055, -0.118, 0.064, 0.107, 0.000, 0.090, 0.090, 0.100, 0.102, 0.102, 0.095]
}

4.
{
  "formula": "C23H27N3O3S",
  "method": "ωB97M-V with the def2-TZVPD basis set",
  "e_above_lowest_kj_mol": 115.7,
  "homo_ev": -7.62,
  "energy_ev": -45738.0356,
  "gap_ev": 7.50,
  "smiles": "CCc1ccc2[nH]c(=O)c(CN(Cc3ccco3)C(=S)NC[C@H]3CCCO3)cc2c1",
  "charge": 0,
  "symbols": ["C", "C", "C", "C", "C", "C", "N", "C", "O", "C", "C", "N", "C", "C", "C", "C", "C", "O", "C", "S", "N", "C", "C", "C", "C", "C", "O", "C", "C", "C", "H", "H", "H", "H", "H", "H", "H", "H", "H", "H", "H", "H", "H", "H", "H", "H", "H", "H", "H", "H", "H", "H", "H", "H", "H", "H", "H"],
  "xyz": [[1.909, 5.999, -3.713], [1.982, 4.537, -4.158], [1.082, 3.684, -3.311], [-0.275, 3.562, -3.632], [-1.131, 2.818, -2.854], [-0.646, 2.166, -1.720], [-1.462, 1.412, -0.921], [-1.067, 0.697, 0.177], [-1.902, 0.075, 0.829], [0.351, 0.769, 0.495], [0.868, -0.113, 1.601], [1.183, -1.451, 1.136], [2.364, -1.584, 0.314], [2.135, -1.102, -1.084], [2.957, -0.468, -1.971], [2.192, -0.265, -3.145], [0.965, -0.788, -2.884], [0.923, -1.299, -1.642], [0.395, -2.545, 1.370], [1.011, -4.079, 1.209], [-0.861, -2.327, 1.790], [-1.757, -3.401, 2.140], [-1.609, -3.800, 3.624], [-1.940, -2.639, 4.567], [-3.462, -2.746, 4.688], [-3.733, -4.236, 4.413], [-2.520, -4.821, 3.969], [1.173, 1.559, -0.235], [0.714, 2.278, -1.377], [1.558, 3.047, -2.186], [0.892, 6.373, -3.799], [2.221, 6.094, -2.675], [2.559, 6.615, -4.329], [1.681, 4.464, -5.205], [3.011, 4.185, -4.073], [-0.654, 4.060, -4.513], [-2.175, 2.728, -3.115], [-2.447, 1.352, -1.155], [1.793, 0.319, 2.003], [0.136, -0.180, 2.408], [3.199, -1.033, 0.757], [2.615, -2.654, 0.304], [3.978, -0.188, -1.810], [2.512, 0.207, -4.051], [0.073, -0.859, -3.474], [-1.293, -1.426, 1.593], [-1.540, -4.284, 1.531], [-2.778, -3.072, 1.946], [-0.602, -4.199, 3.776], [-1.467, -2.806, 5.535], [-1.614, -1.680, 4.173], [-3.950, -2.122, 3.940], [-3.820, -2.446, 5.670], [-4.038, -4.774, 5.316], [-4.512, -4.371, 3.653], [2.220, 1.637, 0.024], [2.602, 3.123, -1.919]],
  "lowdin_charge": [-0.093, -0.215, -0.244, -0.024, -0.003, -0.184, 0.186, -0.393, 0.038, -0.098, -0.083, -0.107, -0.121, -0.270, -0.035, -0.064, -0.115, 0.052, -0.777, 0.696, 0.015, -0.162, -0.333, -0.123, -0.152, -0.194, -0.100, 0.040, -0.146, 0.021, 0.073, 0.075, 0.069, 0.110, 0.109, 0.118, 0.114, 0.169, 0.133, 0.130, 0.138, 0.052, 0.111, 0.103, 0.123, 0.082, 0.087, 0.133, 0.134, 0.116, 0.103, 0.104, 0.105, 0.116, 0.115, 0.134, 0.128]
}